The following is a quantum chemistry calculation of a structure of composition C16H25Br27FNOS at a distorted geometry, from the Open Molecules 2025 dataset.

Properties
- E_HOMO: -9.0 eV
- Gap between HOMO and LUMO: 0.318 Eh

ORCA input file:
```
! RIJCOSX wB97M-V def2-TZVPD def2/J DEFGRID3
* xyz 0 1
C -4.91407 3.24805 4.02088
Br 0.89552 5.68647 1.45975
Br 3.67983 1.53836 0.26440
H -0.91760 -0.68317 2.54977
Br 7.36856 -4.16755 -5.18037
Br 2.85912 -9.89371 -5.51265
H -4.08199 0.00535 4.27696
H 2.17418 -0.17527 -0.67578
C 1.33452 3.54534 -2.70557
Br 4.19910 -4.42527 -5.23124
Br 3.15173 -2.03512 -4.41674
H -3.77890 -2.41056 1.23840
C 2.40834 0.09026 0.34515
H -2.90877 2.65168 2.01609
Br 3.83309 -7.46852 -7.32890
H 0.42184 -2.32577 -1.69609
C -0.21269 -3.13857 -1.37309
S -1.61755 -0.16042 4.93858
H -4.70349 1.69861 1.82392
Br 7.46424 0.06046 1.75822
Br 9.23683 2.38335 3.01983
C -3.81291 0.88348 3.69763
Br 7.92086 2.76848 0.14671
H -2.57445 -1.16077 2.49285
Br 1.48795 -7.03728 -5.20533
C 5.73792 -3.58974 -6.01810
C -4.12196 2.08770 4.63348
Br 1.53311 -0.47972 -6.67635
H -1.95107 3.86222 2.96602
Br -1.93891 6.44120 0.23996
H 5.64966 -2.52693 -5.84284
C -4.42278 -3.20311 1.59495
C 7.74385 1.95738 1.88326
H -4.82736 4.13694 4.64031
Br 0.21391 -4.64817 -2.47940
H -4.53708 3.51874 3.03720
H -2.30652 -0.57517 0.39153
H -2.04657 0.64986 5.91438
Br -2.03776 -2.57160 -1.63630
Br -1.57470 6.17578 3.38357
H -5.74017 0.71884 2.81273
Br 0.75045 0.57247 1.18433
H -5.95159 2.96808 3.86343
H 6.86220 2.37962 2.34320
Br 0.07202 3.16759 -1.30982
H -0.48383 7.71559 1.77672
H 1.61826 -8.53970 -7.15999
H 0.90673 4.31529 -3.33011
Br 4.64978 0.03947 -6.30963
H -4.53459 -0.08923 1.88346
Br -4.04375 -3.43853 3.46348
C 3.22566 -1.24276 -6.17026
H 3.43893 -2.03669 -6.87073
Br -3.99554 -4.76363 0.56660
F -1.02861 2.98460 1.46699
N -1.95494 0.19081 0.95587
Br 5.78468 -3.84945 -7.92594
Br 2.98687 4.24554 -2.00082
C -0.73067 6.66584 1.72157
Br 1.63518 2.00482 -3.82312
Br 3.16496 -1.47966 1.17214
C 2.34877 -8.27294 -6.41085
H -3.20669 2.43832 5.10318
C -1.92019 -0.30134 2.35184
C -4.71247 0.81590 2.45759
H -4.73114 1.70418 5.45262
C -1.96062 2.88044 2.49132
Br -6.23663 -2.62877 1.30128
Br 0.19868 -3.46599 0.47318
C -2.27074 0.70915 3.43933
H -2.62440 0.94475 0.86013
O -1.54364 1.93413 3.41522
*
```